1.
Here is a single C22H21ClFN3O4 molecule from the Open Molecules 2025 dataset. Energies are from ωB97M-V/def2-TZVPD.

Output
- Kohn-Sham gap (Eh) = 0.3472
- SMILES = O=C(c1cc(COc2ccc(F)cc2Cl)on1)N1CCC[C@H](OCc2cccnc2)C1

Positions of all 52 atoms, in Å:
O  -1.05517  -1.60292  -0.09146
C  -0.99408  -0.42113  0.21949
C  0.01140  0.43252  -0.46681
C  0.58318  0.09433  -1.72383
C  1.50614  1.07518  -1.93568
C  2.44972  1.33926  -3.06485
O  1.89440  1.01667  -4.31669
C  0.82501  1.72871  -4.76691
C  0.25062  2.81824  -4.12328
C  -0.83499  3.47737  -4.67748
C  -1.34529  3.03951  -5.88251
F  -2.40156  3.67541  -6.42421
C  -0.79931  1.95848  -6.55383
C  0.28231  1.30978  -5.99084
Cl  0.99074  -0.03774  -6.79028
O  1.49468  1.92665  -0.89392
N  0.57475  1.51694  0.00689
N  -1.83060  0.13321  1.11866
C  -1.78169  1.47553  1.64955
C  -1.17218  1.46135  3.05263
C  -1.93964  0.50182  3.96055
C  -1.98902  -0.88774  3.31660
O  -0.66073  -1.34475  3.24850
C  -0.48408  -2.69570  2.87105
C  0.98387  -3.00489  2.91450
C  1.90576  -2.12009  2.36647
C  3.25169  -2.43872  2.40955
C  3.62525  -3.63795  2.99780
N  2.75834  -4.48763  3.52008
C  1.47572  -4.17529  3.48091
C  -2.63817  -0.75697  1.92188
H  0.33216  -0.74082  -2.34083
H  3.32538  0.68667  -2.97810
H  2.78563  2.38402  -3.02456
H  0.64058  3.17267  -3.18331
H  -1.27967  4.32249  -4.17774
H  -1.21209  1.63210  -7.49403
H  -1.19228  2.11283  0.99371
H  -2.81160  1.84983  1.69480
H  -1.18832  2.46912  3.46757
H  -0.13691  1.12937  2.98156
H  -1.44203  0.42921  4.92757
H  -2.95956  0.85752  4.11862
H  -2.59741  -1.57694  3.92758
H  -0.84197  -2.86351  1.84345
H  -1.04262  -3.35833  3.54995
H  1.56135  -1.19900  1.92065
H  3.99420  -1.77352  1.99559
H  4.66405  -3.93569  3.05737
H  0.80546  -4.90159  3.92408
H  -2.69632  -1.72128  1.41583
H  -3.64513  -0.34462  2.02769

---

2.
Here is a molecular structure, C22H21ClN5S2SeSiV from the Open Molecules 2025 dataset. Energies are from ωB97M-V/def2-TZVPD.

Output
- multiplicity = 2
- Kohn-Sham gap (spin up / spin down) (Eh) = 0.2308 / 0.2324
- total charge = +1

Positions of all 54 atoms, in Å:
V  -1.82267  0.02245  -0.83290
C  3.93408  0.11831  0.38085
Si  3.12840  0.12738  2.04188
C  3.55920  -1.41472  2.97533
C  3.63957  1.62620  3.00505
C  1.22503  0.17290  1.98357
C  0.56498  0.23137  3.19987
C  -0.83421  0.27716  3.30439
C  -1.56158  0.21174  2.15490
N  -0.94683  0.13392  0.94647
C  0.39972  0.16319  0.83716
S  0.81854  0.22534  -0.84003
H  5.01969  0.12427  0.52602
H  3.66327  0.99521  -0.21224
H  3.67027  -0.77350  -0.19296
H  4.64173  -1.47293  3.12817
H  3.24935  -2.30896  2.42693
H  3.08335  -1.43723  3.96003
H  4.72671  1.65472  3.12784
H  3.19345  1.63182  4.00376
H  3.33450  2.54278  2.49169
H  1.14642  0.25024  4.11893
H  -1.32876  0.35432  4.26209
H  -2.64265  0.21456  2.15090
S  -1.13073  1.66517  -4.91819
C  -1.39867  -0.00225  -5.14873
C  -1.53871  -0.67420  -3.97025
C  -1.45710  0.18957  -2.83577
C  -1.24443  1.48488  -3.21865
C  -1.24749  2.53794  -2.22225
C  -1.03693  3.88944  -2.46436
C  -1.10418  4.78283  -1.41816
C  -1.38573  4.31487  -0.13821
C  -1.57115  2.96692  0.03998
N  -1.49796  2.08262  -0.97118
H  -1.43824  -0.40426  -6.15084
H  -1.73774  -1.73711  -3.93490
H  -0.82108  4.21856  -3.47262
H  -0.94153  5.83967  -1.59065
H  -1.46120  4.98381  0.70679
H  -1.78352  2.56901  1.02099
Cl  -3.85499  0.26362  -1.13644
Se  -3.75988  -3.42925  1.62323
N  -2.84297  -4.71511  0.85596
C  -2.01735  -4.11941  0.01524
C  -1.06505  -4.77892  -0.81847
C  -0.30197  -4.00599  -1.62168
C  -0.45594  -2.58919  -1.63520
N  -1.31110  -1.92980  -0.89733
C  -2.10674  -2.68320  -0.04423
N  -2.97938  -2.10742  0.74535
H  -0.97209  -5.85762  -0.79217
H  0.44005  -4.44237  -2.27508
H  0.16224  -1.98338  -2.27988

---

3.
Here is a single C22H21FN4O molecule from the Open Molecules 2025 dataset. Energies are from ωB97M-V/def2-TZVPD.

Output
- Kohn-Sham gap (Eh) = 0.3012
- SMILES = Cc1ccc(-c2nn(-c3cccc(F)c3)cc2CNCCc2ccncc2)o1

Positions of all 49 atoms, in Å:
C  3.61689  -1.51653  -1.81544
C  2.29508  -1.79471  -1.19535
C  1.81536  -2.89572  -0.54376
C  0.47915  -2.60462  -0.20079
C  0.23119  -1.33710  -0.66521
C  -0.96644  -0.54827  -0.60325
N  -2.11031  -1.06351  -0.18126
N  -3.02239  -0.08648  -0.25291
C  -4.33801  -0.33136  0.12602
C  -4.67495  -1.60043  0.59856
C  -5.97025  -1.87876  0.98526
C  -6.95565  -0.90682  0.91179
C  -6.60253  0.34343  0.44019
F  -7.54565  1.30556  0.35881
C  -5.31635  0.65580  0.04445
C  -2.46787  1.06663  -0.71767
C  -1.14386  0.81913  -0.96482
C  -0.08188  1.77095  -1.39956
N  0.76447  2.05327  -0.25365
C  2.03364  2.67418  -0.54472
C  2.92197  2.66707  0.70783
C  3.32447  1.26997  1.07759
C  4.62227  0.81620  0.87118
C  4.94121  -0.48704  1.21686
N  4.07210  -1.33970  1.73047
C  2.83459  -0.91254  1.91990
C  2.41125  0.37128  1.61913
O  1.33954  -0.84881  -1.27197
H  4.37706  -2.13835  -1.35209
H  3.59342  -1.72857  -2.88547
H  3.87746  -0.46908  -1.67987
H  2.35664  -3.79423  -0.33016
H  -0.21713  -3.22968  0.31791
H  -3.89814  -2.34517  0.64931
H  -6.21957  -2.86334  1.34918
H  -7.97282  -1.10313  1.20884
H  -5.10869  1.64942  -0.31585
H  -3.03092  1.96729  -0.84991
H  -0.54165  2.67599  -1.83575
H  0.54080  1.29867  -2.16353
H  0.25039  2.59957  0.43127
H  1.93465  3.71359  -0.91026
H  2.51563  2.08733  -1.33266
H  3.81076  3.27083  0.51462
H  2.36776  3.12160  1.53269
H  5.37468  1.46946  0.45296
H  5.94432  -0.86996  1.07571
H  2.14970  -1.63881  2.33778
H  1.38861  0.66552  1.78758

---

4.
Here is a single C22H21N3O5S2 molecule from the Open Molecules 2025 dataset. Energies are from ωB97M-V/def2-TZVPD.

Output
- Kohn-Sham gap (Eh) = 0.2975
- SMILES = CC(=O)N1CCN(C2=NC(=O)/C(=C/c3ccc(OS(=O)(=O)c4ccccc4)cc3)S2)CC1

Positions of all 53 atoms, in Å:
C  1.05002  3.79754  -5.14837
C  1.25542  2.38567  -5.65216
O  2.34517  1.96575  -5.98009
N  0.14769  1.60008  -5.75143
C  -1.17005  1.91230  -5.26330
C  -1.42894  1.13524  -3.96647
N  -0.98906  -0.23403  -4.13510
C  -0.78694  -1.03876  -3.10356
N  -0.40006  -2.25918  -3.18519
C  -0.27373  -2.89294  -1.98464
O  0.07992  -4.03388  -1.82152
C  -0.63946  -1.98522  -0.82920
C  -0.60442  -2.44477  0.43109
C  -0.90571  -1.79490  1.68386
C  -1.22471  -0.43872  1.79850
C  -1.49292  0.12521  3.02734
C  -1.46368  -0.65804  4.17835
O  -1.74606  -0.04414  5.37267
S  -0.88392  -0.39868  6.70703
O  -1.01692  -1.78284  7.03863
O  -1.28287  0.57987  7.65953
C  0.75670  -0.06448  6.09733
C  1.59651  -1.10749  5.76810
C  2.84041  -0.81945  5.22829
C  3.21673  0.49941  5.02762
C  2.36148  1.53681  5.36852
C  1.11669  1.25360  5.90638
C  -1.15784  -2.01110  4.08585
C  -0.87873  -2.56399  2.85364
S  -1.08435  -0.41745  -1.44324
C  -0.72689  -0.68166  -5.48580
C  0.33416  0.20839  -6.13784
H  2.01541  4.29589  -5.15905
H  0.36644  4.34412  -5.79401
H  0.66627  3.79792  -4.13064
H  -1.27364  2.97839  -5.07500
H  -1.90490  1.63219  -6.02549
H  -2.49468  1.16593  -3.70720
H  -0.86660  1.58725  -3.14195
H  -0.30458  -3.48566  0.50317
H  -1.25385  0.18474  0.91843
H  -1.73676  1.17207  3.11596
H  1.27288  -2.11980  5.94803
H  3.51266  -1.62134  4.96473
H  4.18535  0.72126  4.60537
H  2.66401  2.56128  5.21462
H  0.42222  2.02801  6.19030
H  -1.15228  -2.61164  4.98096
H  -0.64239  -3.61566  2.78650
H  -1.66183  -0.65546  -6.05573
H  -0.37836  -1.71277  -5.43291
H  1.33969  -0.08476  -5.82284
H  0.28133  0.10988  -7.22813

---

5.
Here is a molecular structure, C22H21N9O4Pd from the Open Molecules 2025 dataset. Energies are from ωB97M-V/def2-TZVPD.

Output
- Kohn-Sham gap (Eh) = 0.2221
- total charge = -2

Positions of all 57 atoms, in Å:
Pd  -0.59337  0.22364  -1.18217
C  -3.55088  -2.13778  -2.39703
O  -3.22279  -3.38999  -1.79360
C  -1.86741  -3.58385  -1.60653
C  -1.29595  -4.70195  -2.16651
C  0.06749  -4.96920  -2.00500
C  0.83438  -4.06620  -1.29658
C  0.29053  -2.91261  -0.71509
C  1.21848  -2.03063  -0.01623
N  0.95598  -0.90456  0.54404
N  2.08159  -0.32859  1.12225
C  1.80949  0.62642  1.98484
O  0.71010  1.05596  2.42089
C  3.06229  1.21811  2.60890
C  4.34415  0.76258  2.30157
C  5.45976  1.33402  2.89691
C  5.31476  2.37455  3.80761
C  4.04231  2.83584  4.11620
C  2.92678  2.25924  3.52360
C  -1.10974  -2.65014  -0.82212
O  -1.69270  -1.64866  -0.27574
H  -4.61151  -2.18798  -2.64601
H  -3.34833  -1.30866  -1.71953
H  -2.97172  -1.99431  -3.31573
H  -1.93552  -5.36548  -2.74000
H  0.51316  -5.85196  -2.44836
H  1.90109  -4.23674  -1.18231
H  2.25365  -2.38840  0.02664
H  4.43433  -0.04166  1.58462
H  6.44988  0.96763  2.64705
H  6.18784  2.82213  4.27041
H  3.91689  3.64918  4.82332
H  1.92188  2.59404  3.74799
N  -3.85003  2.62239  -3.25115
C  -3.22952  1.96943  -4.27122
O  -3.75971  1.83507  -5.36859
C  -1.89011  1.40401  -3.94276
C  -1.45084  0.25125  -4.60467
C  -0.30723  -0.36500  -4.12908
N  0.49077  0.13093  -3.17444
C  0.16508  1.35812  -2.65231
C  -1.08596  1.95689  -2.95817
H  -4.80162  2.89226  -3.42685
H  -3.54514  2.52844  -2.28900
H  -2.03420  -0.17839  -5.40621
H  -0.00352  -1.33251  -4.52060
H  0.98661  1.93762  -2.23422
H  -1.35335  2.88375  -2.46839
N  -1.84160  0.23641  1.89965
N  -2.29434  1.32599  1.19021
N  -2.10928  2.55074  1.61004
C  -2.66571  3.25493  0.63281
N  -3.17178  2.47921  -0.32067
N  -2.91568  1.23377  0.05058
H  -1.82236  -0.54958  1.23649
H  -0.84894  0.46838  2.13847
H  -2.69473  4.33032  0.62732

---

6.
Here is a single C22H21NO4 molecule from the Open Molecules 2025 dataset. Energies are from ωB97M-V/def2-TZVPD.

Output
- Kohn-Sham gap (Eh) = 0.3490
- SMILES = C[C@H]1CC[C@H]2C(=O)N(c3ccccc3OC(=O)c3ccccc3)C(=O)[C@H]2C1

Positions of all 48 atoms, in Å:
C  3.64081  1.62838  -0.52144
C  2.88587  1.97315  -1.80286
C  3.13528  0.96015  -2.92309
C  2.59424  -0.41645  -2.56022
C  1.07695  -0.37617  -2.31071
C  0.74529  -1.61010  -1.49472
O  0.63394  -2.74292  -1.87547
N  0.66077  -1.20412  -0.17034
C  0.45439  -2.10774  0.90131
C  1.33103  -3.15822  1.11277
C  1.11244  -4.03826  2.15811
C  0.02758  -3.85740  2.99709
C  -0.85762  -2.81230  2.79329
C  -0.65863  -1.94030  1.73395
O  -1.46959  -0.86251  1.44768
C  -2.79070  -0.83488  1.72121
O  -3.42211  -1.76448  2.15412
C  -3.36795  0.48557  1.37632
C  -4.75372  0.59242  1.27685
C  -5.33249  1.80565  0.95817
C  -4.53335  2.91792  0.74334
C  -3.15515  2.81726  0.85234
C  -2.56684  1.60652  1.16877
C  0.71337  0.17366  -0.00952
O  0.75618  0.74665  1.04481
C  0.64898  0.77580  -1.40028
C  1.37915  2.10810  -1.56630
H  3.53830  2.43652  0.19861
H  3.25814  0.72527  -0.05536
H  4.69906  1.48802  -0.73164
H  3.25194  2.94809  -2.14575
H  2.65077  1.31122  -3.83712
H  4.20615  0.88384  -3.11927
H  3.10449  -0.77756  -1.66521
H  2.79718  -1.12926  -3.36079
H  0.54930  -0.37885  -3.26584
H  2.17312  -3.28412  0.45016
H  1.79336  -4.85977  2.31763
H  -0.13934  -4.53554  3.81972
H  -1.70794  -2.68285  3.44219
H  -5.35490  -0.28725  1.45059
H  -6.40620  1.88724  0.87847
H  -4.98615  3.86678  0.49543
H  -2.53633  3.68814  0.69432
H  -1.49560  1.52858  1.27239
H  -0.42264  0.96639  -1.55557
H  1.19830  2.70568  -0.67056
H  0.94087  2.63403  -2.41758

---

7.
Here is 2 unconnected molecules or ions with the total composition C22H21NO5P from the Open Molecules 2025 dataset. Energies are from ωB97M-V/def2-TZVPD.

Output
- Kohn-Sham gap (Eh) = 0.1811
- total charge = -1

Positions of all 50 atoms, in Å:
C  2.59774  0.00116  6.84675
C  2.17945  0.51135  5.49247
O  1.25942  -0.38062  4.83375
P  1.14438  -0.33562  3.21547
C  -0.30765  0.59580  2.80909
C  -0.28696  1.76355  2.11172
N  -0.34932  2.79670  1.54685
O  2.39496  0.07463  2.54092
O  0.58976  -1.81250  2.90300
C  0.87140  -2.98858  3.69786
C  0.27722  -4.18115  2.98636
H  3.09778  0.81655  7.37095
H  1.75585  -0.33349  7.45416
H  3.32275  -0.81331  6.76096
H  1.69365  1.48364  5.59023
H  3.05551  0.60748  4.84659
H  -1.27266  0.23425  3.15626
H  1.96113  -3.10882  3.80684
H  0.40563  -2.86075  4.68152
H  0.43431  -5.07495  3.58891
H  -0.79964  -4.05245  2.84147
H  0.75035  -4.33993  2.01330
C  0.83965  -2.56135  -5.80969
C  0.39043  -1.24981  -5.61340
C  -0.08806  -0.89128  -4.35779
C  -0.13515  -1.81678  -3.30734
C  0.29027  -3.12867  -3.49965
C  0.78789  -3.49899  -4.75574
C  -0.64714  -1.16477  -2.05954
O  -0.80309  -1.67992  -0.96168
C  -0.92065  0.25932  -2.44564
C  -1.28315  1.22087  -1.55831
C  -1.74670  2.53649  -1.96353
C  -2.51986  2.75205  -3.13518
C  -2.83218  4.03856  -3.56334
C  -2.41900  5.15968  -2.82640
C  -1.72872  4.96566  -1.62296
C  -1.41473  3.67787  -1.20358
C  -0.56022  0.44829  -3.90045
O  -0.59055  1.45724  -4.60216
H  1.23352  -2.85991  -6.78233
H  0.40180  -0.50170  -6.40413
H  0.22349  -3.83092  -2.67152
H  1.13971  -4.51881  -4.92340
H  -1.19459  1.01288  -0.48728
H  -2.88954  1.89474  -3.69516
H  -3.38957  4.17388  -4.49192
H  -2.63424  6.17167  -3.17564
H  -1.41404  5.80926  -1.00616
H  -0.87062  3.52150  -0.27152

---

8.
Here is a molecular structure, C22H21NSTm from the Open Molecules 2025 dataset. Energies are from ωB97M-V/def2-TZVPD.

Output
- multiplicity = 3
- Kohn-Sham gap (spin up / spin down) (Eh) = 0.2799 / 0.2823
- total charge = +1

Positions of all 46 atoms, in Å:
Tm  0.94395  -0.07789  2.32524
C  -1.05736  -1.14467  3.49063
C  -1.54483  0.02721  2.86247
C  -0.95695  1.14653  3.50268
C  -0.11724  0.66478  4.54063
C  -0.17866  -0.74730  4.53370
H  -1.44622  -2.14208  3.34532
H  -2.35768  0.06628  2.15121
H  -1.25539  2.17575  3.36588
H  0.34914  1.26980  5.30405
H  0.23138  -1.39789  5.29211
C  -3.73881  0.00860  -1.06608
C  -3.08642  0.00935  -2.44915
C  -3.56409  -1.23417  -3.21281
C  -3.53431  1.27352  -3.19673
C  -1.56280  -0.00864  -2.36353
C  -0.80813  -0.00847  -3.55714
C  0.56702  -0.01545  -3.56172
C  1.22640  -0.02290  -2.33402
S  2.92220  -0.02083  -1.99917
C  2.60629  -0.01981  -0.30217
N  1.30245  -0.03090  -0.00667
C  0.51064  -0.02776  -1.14470
C  -0.88667  -0.02082  -1.16087
C  3.65378  -0.00873  0.69710
C  4.99350  0.00425  0.29116
C  6.00282  0.02364  1.23152
C  5.68042  0.02949  2.58291
C  4.35062  0.01239  2.98089
C  3.29034  -0.00803  2.07224
H  -4.82271  0.02211  -1.17889
H  -3.45749  0.89221  -0.48823
H  -3.47846  -0.88812  -0.49860
H  -4.65430  -1.24506  -3.25048
H  -3.23034  -2.14962  -2.72147
H  -3.19773  -1.24590  -4.23927
H  -4.62398  1.31068  -3.23394
H  -3.16761  1.28985  -4.22299
H  -3.17903  2.17434  -2.69364
H  -1.32556  -0.00005  -4.50654
H  1.12150  -0.01222  -4.49008
H  -1.41694  -0.01983  -0.21649
H  5.24778  0.00132  -0.76274
H  7.03738  0.03437  0.91724
H  6.46819  0.04606  3.32475
H  4.14391  0.01460  4.04635

---

no.,M (Da),F_max (eV/A)
1,445.878,1.11
2,613.022,2.43
3,376.435,1.47
4,471.560,1.23
5,581.889,0.49
6,363.413,0.70
7,410.386,3.06
8,500.418,1.11